Arrangement P

The following is a quantum chemistry calculation of a 3-piece molecular cluster, C8H23N4 overall, from the Open Molecules 2025 dataset.

```
! RIJCOSX wB97M-V def2-TZVPD def2/J DEFGRID3
* xyz 1 1
C -0.6764 0.2523 3.5286
C -0.4907 2.4990 3.1096
C -1.8703 -2.1665 -1.4360
C -0.5447 -2.8512 0.5052
C 2.6433 1.8604 -2.7660
C 1.9477 -0.6083 -2.4453
C -1.0167 1.3848 2.6905
C 1.0809 1.2785 -1.1923
N 0.2605 0.6241 -0.4021
N -1.1917 -1.7531 -0.2911
N 1.8726 0.8004 -2.1021
N -1.6404 1.2160 1.3879
H 0.3729 -0.2174 3.3956
H -0.7683 0.5045 4.5749
H -1.2896 -0.6053 3.3426
H 1.2410 2.3586 -1.1547
H 0.2061 2.6034 3.9064
H -0.5104 3.3559 2.4682
H -2.5116 -1.3300 -1.8912
H -1.1799 -2.5656 -2.2991
H -2.6443 -2.9517 -1.2183
H -1.3401 -3.6590 0.7672
H 0.0883 -3.4705 -0.1537
H -0.2184 -2.3896 1.4744
H 1.9602 2.7060 -2.9592
H 3.4931 2.1561 -2.1298
H 3.1257 1.5203 -3.6754
H 0.8953 -0.9167 -2.6512
H 2.4415 -0.6456 -3.3651
H 2.5438 -1.1627 -1.6999
H 0.2542 -0.4711 -0.3436
H -0.3706 0.9734 0.4756
H -1.8154 2.1980 1.0943
H -2.4502 0.6850 1.3054
H -1.8973 -1.2126 0.1497
*
```

HOMO-LUMO gap: 9.80 eV

Atomic partial charges in e from the Mulliken method, atoms 1 to 2: number 1, C, carries -1.497; number 2, C, carries -1.018

Arrangement Q

The following is a quantum chemistry calculation of a 3-piece molecular cluster, C8H23N4 overall, from the Open Molecules 2025 dataset.

```
! RIJCOSX wB97M-V def2-TZVPD def2/J DEFGRID3
* xyz 1 1
C 4.6119 0.7282 -1.0789
C 3.4754 -1.2551 -0.2316
C -0.0020 2.7552 0.1369
C -2.5786 2.3936 0.4547
C -1.9232 -3.8262 0.4364
C -2.6073 -1.3814 1.0965
C 3.3715 -0.1349 -0.9945
C -0.6171 -1.8653 -0.1585
N -0.3552 -0.5632 -0.1809
N -1.2269 1.9354 0.5497
N -1.6954 -2.3739 0.4244
N 2.1219 0.3147 -1.4965
H 4.4546 1.3702 -2.0241
H 4.7720 1.2501 -0.1126
H 5.4432 0.1586 -1.3599
H 0.1443 -2.5291 -0.6362
H 4.4565 -1.6076 0.0420
H 2.7193 -1.9942 0.0542
H 0.8722 1.9845 0.1283
H -0.0741 3.1987 -0.8417
H 0.2568 3.5202 0.9304
H -3.0311 3.3106 0.8314
H -2.9724 2.2770 -0.5804
H -3.3648 1.7177 1.0052
H -1.6223 -4.2923 -0.4730
H -1.3718 -4.1788 1.2629
H -3.1065 -4.0287 0.6065
H -2.1299 -0.7511 1.8360
H -3.2071 -0.8563 0.2135
H -3.2348 -1.9540 1.7781
H -0.8360 0.3345 0.2067
H 0.5815 -0.2649 -0.5146
H 1.7031 -0.2784 -2.2789
H 2.3200 1.2763 -1.8561
H -1.1702 1.6213 1.4897
*
```

HOMO-LUMO gap: 9.24 eV

Atomic partial charges in e from the Mulliken method, atoms 1 to 2: number 1, C, carries -1.225; number 2, C, carries -1.145

Energies relative to the most stable structure are arrangement P 0.0; arrangement Q 9.4, reported in kJ/mol.

Arrangement P

The following is a quantum chemistry calculation of an isolated ion of composition C2H5N2O and charge +1, from the Open Molecules 2025 dataset.

```
! RIJCOSX wB97M-V def2-TZVPD def2/J DEFGRID3
* xyz 1 1
C 0.8427 -0.9901 -0.7502
C 0.0530 1.0380 -0.3466
N 0.0381 -0.3741 -0.0109
N -0.9803 -0.7426 0.9653
O 1.5070 -1.2167 -1.6167
H -0.1679 1.2407 -1.4573
H -0.7231 1.4945 0.2786
H 1.1113 1.6147 -0.0901
H -0.9477 -1.7359 1.1419
H -0.7331 -0.3284 1.8862
*
```

HOMO-LUMO gap: 10.10 eV

Atomic partial charges in e from the Mulliken method, atoms 1 to 2: number 1, C, carries 0.555; number 2, C, carries -0.882

Arrangement Q

The following is a quantum chemistry calculation of C2H5N2O as an isolated structure, from the Open Molecules 2025 dataset.

```
! RIJCOSX wB97M-V def2-TZVPD def2/J DEFGRID3
* xyz 1 1
C 0.9557 0.1359 -0.0623
C -0.8776 0.7837 0.0941
N 2.1142 0.6095 -0.0162
N -1.6130 -0.2300 -0.0855
O 0.6465 -1.1926 -0.1759
H -1.0775 1.6973 0.5400
H 2.3986 1.5861 0.0270
H -2.6263 -0.3844 -0.0265
H 1.3383 -1.8347 0.0125
H -1.2588 -1.1707 -0.3072
*
```

HOMO-LUMO gap: 9.63 eV

Atomic partial charges in e from the Mulliken method, atoms 1 to 2: number 1, C, carries 0.522; number 2, C, carries -0.029

Arrangement R

The following is a quantum chemistry calculation of a 2-piece molecular cluster, C2H5N2O overall, from the Open Molecules 2025 dataset.

```
! RIJCOSX wB97M-V def2-TZVPD def2/J DEFGRID3
* xyz 1 1
C 1.4976 -0.5712 0.0513
C 0.3002 -0.1412 0.6633
N -0.9825 0.8102 -1.0883
N -0.7986 -0.1126 1.2672
O 2.6121 -0.1421 0.0019
H 1.2052 -1.5393 -0.5047
H -0.9395 0.2240 -1.9301
H -0.4324 1.5679 -1.5145
H -0.8118 -0.2141 2.2610
H -1.6505 0.1185 0.7930
*
```

HOMO-LUMO gap (alpha / beta): 9.52 / 8.54 eV

Atomic partial charges in e from the Mulliken method, atoms 1 to 2: number 1, C, carries 0.120; number 2, C, carries 0.439

Arrangement S

The following is a quantum chemistry calculation of a 2-piece molecular cluster, C2H5N2O overall, from the Open Molecules 2025 dataset.

```
! RIJCOSX wB97M-V def2-TZVPD def2/J DEFGRID3
* xyz 1 1
C -1.2349 -0.2486 -1.1261
C 1.8646 0.2291 1.2887
N -1.2347 -1.1034 -1.9459
N -1.0611 0.6563 -0.3057
O 0.6987 0.3100 1.5143
H 2.5217 0.0335 2.1152
H 2.2166 -0.0358 0.3008
H -1.8524 -1.8765 -2.1377
H -0.2506 0.5705 0.6004
H -1.6679 1.4648 -0.3040
*
```

HOMO-LUMO gap: 11.56 eV

Atomic partial charges in e from the Mulliken method, atoms 1 to 2: number 1, C, carries 0.461; number 2, C, carries 0.022

Energies relative to the most stable structure are arrangement P 132.4; arrangement Q 82.8; arrangement R 381.0; arrangement S 0.0, reported in kJ/mol.

Arrangement P

The following is a quantum chemistry calculation of a 2-piece molecular cluster, C2H5N2O overall, from the Open Molecules 2025 dataset.

```
! RIJCOSX wB97M-V def2-TZVPD def2/J DEFGRID3
* xyz 1 1
C 0.5013 1.1688 -0.1736
C 0.3799 -1.0826 -0.2470
N 1.7775 0.6222 0.0541
N -0.3325 0.0200 -0.4606
O 1.6246 -0.6239 0.0526
H 0.0113 1.8710 0.7752
H 0.5676 1.9743 -0.9226
H -0.4083 -2.1000 1.2852
H 0.2692 -2.0137 -0.7602
H -1.3333 0.1279 -0.8322
*
```

HOMO-LUMO gap (alpha / beta): 7.03 / 9.43 eV

Atomic partial charges in e from the Mulliken method, atoms 1 to 2: number 1, C, carries -0.319; number 2, C, carries -0.246

Arrangement Q

The following is a quantum chemistry calculation of a 2-piece molecular cluster, C2H5N2O overall, from the Open Molecules 2025 dataset.

```
! RIJCOSX wB97M-V def2-TZVPD def2/J DEFGRID3
* xyz 1 1
C 0.7828 0.8533 -0.1995
C -0.5331 -0.9187 0.2425
N 0.6344 0.6467 1.1917
N 0.1169 -0.3180 -0.7684
O -0.1092 -0.3441 1.3887
H 0.3136 1.8219 -0.4622
H 1.8444 0.9343 -0.4777
H -2.2196 -0.2034 0.5837
H -0.8831 -1.9396 0.2499
H 0.0529 -0.5323 -1.7487
*
```

HOMO-LUMO gap (alpha / beta): 7.12 / 9.48 eV

Atomic partial charges in e from the Mulliken method, atoms 1 to 2: number 1, C, carries -0.237; number 2, C, carries -0.294

Energies relative to the most stable structure are arrangement P 77.3; arrangement Q 0.0, reported in kJ/mol.

Arrangement P

The following is a quantum chemistry calculation of C6H10OS as an isolated structure, from the Open Molecules 2025 dataset.

```
! RIJCOSX wB97M-V def2-TZVPD def2/J DEFGRID3
* xyz 0 1
C -1.0922 1.0972 0.5517
C -1.6670 -0.1981 -0.2199
C -0.6047 -0.9035 -1.0624
C 0.5935 -1.3937 -0.3191
C 1.4567 -0.0797 -0.3231
C 1.1933 0.9549 0.8225
H -0.6346 1.7959 -0.2409
H -1.7144 1.6049 1.5133
H -2.3708 0.0883 -0.9362
H -1.9887 -0.9415 0.5038
H -1.1008 -1.4840 -1.7730
H 1.1425 -2.2577 -0.5885
H 0.1711 -1.6603 0.7359
H 2.5451 -0.0790 0.0092
H 1.4344 1.9177 0.4746
H 2.1521 0.7482 1.5049
O -0.0436 0.6320 1.4311
S 0.5281 0.1584 -2.0837
*
```

HOMO-LUMO gap: 9.36 eV

Atomic partial charges in e from the Mulliken method, atoms 1 to 2: number 1, C, carries -0.521; number 2, C, carries -0.811

Arrangement Q

The following is a quantum chemistry calculation of C6H10OS as an isolated structure, from the Open Molecules 2025 dataset.

```
! RIJCOSX wB97M-V def2-TZVPD def2/J DEFGRID3
* xyz 0 1
C 0.9509 -1.9182 0.1201
C 0.9646 -0.4394 0.0777
C -0.2197 1.0725 1.2134
C -0.0147 1.7046 -0.2214
C -0.2732 0.2644 -0.6170
C -1.2909 0.2150 0.5226
H 1.7623 -2.1634 0.8030
H 0.0968 -2.2798 0.6525
H 1.0435 -2.4213 -0.8615
H 1.8862 -0.0905 -0.4192
H -0.3336 1.6251 2.0666
H 0.9769 2.0852 -0.3988
H -0.8096 2.4254 -0.4490
H -1.5542 0.0736 -2.6618
H -2.1776 0.7924 0.3255
H -1.5784 -0.7554 0.8677
O 0.9042 0.1953 1.3650
S -0.3335 -0.3857 -2.3852
*
```

HOMO-LUMO gap: 10.01 eV

Atomic partial charges in e from the Mulliken method, atoms 1 to 2: number 1, C, carries -1.369; number 2, C, carries -0.068

Energies relative to the most stable structure are arrangement P 207.7; arrangement Q 0.0, reported in kJ/mol.

Arrangement P

The following is a quantum chemistry calculation of one molecule with the formula C6H10OS, from the Open Molecules 2025 dataset.

```
! RIJCOSX wB97M-V def2-TZVPD def2/J DEFGRID3
* xyz 0 1
C 1.0386 1.5203 -0.8203
C 0.0938 1.0550 0.3101
C 0.8122 0.1173 1.3446
C -0.1521 -2.0069 -0.2494
C -1.2073 -0.9693 -0.4561
C -1.2001 0.4658 -0.2223
H 1.3247 0.6373 -1.3975
H 0.5486 2.2880 -1.4709
H 1.9889 1.9084 -0.4235
H -0.2116 1.9348 0.9005
H 0.1082 -0.0620 2.1837
H 1.7040 0.5277 1.7891
H 0.0893 -2.4711 -1.2200
H -0.6138 -2.7581 0.3718
H -1.9488 -1.3468 -1.2025
H -1.8768 1.0594 -0.8164
O -1.8304 -0.4324 0.7194
S 1.3327 -1.4675 0.6598
*
```

HOMO-LUMO gap: 9.34 eV

Atomic partial charges in e from the Mulliken method, atoms 1 to 2: number 1, C, carries -1.335; number 2, C, carries 0.142

Arrangement Q

The following is a quantum chemistry calculation of one molecule with the formula C6H10OS, from the Open Molecules 2025 dataset.

```
! RIJCOSX wB97M-V def2-TZVPD def2/J DEFGRID3
* xyz 0 1
C -1.3501 -0.7371 -1.5476
C -0.4118 0.5070 -1.5582
C -1.5088 0.3388 0.8480
C 1.0765 -0.4718 1.2824
C -0.7212 -0.3300 -0.2596
C 2.1421 0.4139 0.7024
O 0.3322 -1.2598 0.1897
S -0.1778 0.4963 2.1889
H -2.4260 -0.6141 -1.7312
H -0.9210 -1.6941 -1.9347
H 0.5594 0.4881 -2.1932
H -0.9493 1.5140 -1.5992
H -1.9695 1.2577 0.6879
H -2.0596 -0.3353 1.5252
H 1.4001 -1.2635 1.8429
H 1.6613 1.1229 0.0825
H 2.6294 -0.3329 -0.0226
H 2.6943 0.9000 1.4963
*
```

HOMO-LUMO gap: 9.45 eV

Atomic partial charges in e from the Mulliken method, atoms 1 to 2: number 1, C, carries -0.722; number 2, C, carries -0.793

Energies relative to the most stable structure are arrangement P 0.0; arrangement Q 125.7, reported in kJ/mol.

Arrangement P

The following is a quantum chemistry calculation of one molecule with the formula C6H10OS, from the Open Molecules 2025 dataset.

```
! RIJCOSX wB97M-V def2-TZVPD def2/J DEFGRID3
* xyz 0 1
C 2.0248 1.1166 0.1368
C 0.8519 0.5768 1.0601
C 1.4831 0.1054 -0.8844
C -0.3519 -1.6055 -0.1103
C -1.6933 -1.1149 -0.5436
C 0.5941 -0.4259 -0.0782
O -2.1739 1.5675 -0.1497
S -2.4922 0.1311 0.6822
H 1.9546 2.1289 -0.4050
H 3.0221 1.0150 0.4169
H 1.2232 0.3123 2.0123
H -0.0471 1.1200 1.1790
H -1.5583 2.1187 0.2383
H 1.8711 -0.1227 -1.8406
H -0.5635 -2.0044 0.8838
H 0.0736 -2.4059 -0.6823
H -1.8535 -0.5646 -1.4346
H -2.3648 -1.9484 -0.4806
*
```

HOMO-LUMO gap: 9.47 eV

Atomic partial charges in e from the Mulliken method, atoms 1 to 2: number 1, C, carries -0.437; number 2, C, carries -0.673

Arrangement Q

The following is a quantum chemistry calculation of one molecule with the formula C6H10OS, from the Open Molecules 2025 dataset.

```
! RIJCOSX wB97M-V def2-TZVPD def2/J DEFGRID3
* xyz 0 1
C 1.0776 -1.5426 0.2575
C 0.4698 -0.6902 -0.7908
C -0.0436 0.6811 -0.3235
C 0.6711 1.9042 1.6536
C -0.6884 1.3196 1.8019
C -1.0933 0.6512 0.7444
H 0.4438 -1.6753 1.1393
H 1.9419 -1.0958 0.6424
H 1.2822 -2.5896 -0.1006
H 1.2521 -0.5431 -1.5214
H -0.8255 -0.8570 -2.8359
H -0.3673 1.2819 -1.1504
H 0.6844 3.0110 1.5451
H 1.4462 1.5635 2.3610
H -1.3008 1.4558 2.7128
H -2.1060 0.3251 0.5670
O 1.0881 1.3277 0.3807
S -0.8447 -1.5899 -1.6540
*
```

HOMO-LUMO gap: 9.85 eV

Atomic partial charges in e from the Mulliken method, atoms 1 to 2: number 1, C, carries -1.568; number 2, C, carries 0.046

Arrangement R

The following is a quantum chemistry calculation of one molecule with the formula C6H10OS, from the Open Molecules 2025 dataset.

```
! RIJCOSX wB97M-V def2-TZVPD def2/J DEFGRID3
* xyz 0 1
O -0.2539 -1.9450 2.2343
S 1.8500 0.5103 -0.5332
C 0.4121 -1.5372 1.3245
C 0.5676 1.8383 -0.3976
C 0.8632 -0.9256 -1.1108
C -0.5874 1.3145 0.4307
C -1.1915 0.0118 -0.0031
C -0.2068 -1.1880 -0.0217
H 1.4840 -1.3143 1.5094
H 0.9706 2.6890 0.0521
H 0.2152 2.0852 -1.4215
H 0.3719 -0.7575 -2.0746
H 1.4881 -1.8477 -1.1546
H -0.2235 1.1968 1.4716
H -1.3852 2.0856 0.4619
H -2.0397 -0.2435 0.6567
H -1.6096 0.1005 -1.0130
H -0.7253 -2.0732 -0.4111
*
```

HOMO-LUMO gap: 9.52 eV

Atomic partial charges in e from the Mulliken method, atoms 1 to 2: number 1, O, carries -0.469; number 2, S, carries -0.154

Energies relative to the most stable structure are arrangement P 258.5; arrangement Q 75.3; arrangement R 0.0, reported in kJ/mol.